A structure of composition C21H46EuNO2P3, computed with wB97M-V/def2-TZVPD.

Values from the calculation:
- HOMO (spin up / spin down) (eV) = -17.1 / -17.1
- E_LUMO (spin up / spin down) (eV) = -11.86 / -9.37
- spin multiplicity = 7
- M (g/mol) = 589.490
- energy relative to the best compared isomer or geometry (same formula, charge and spin) (kcal per mole) = 0.0
- <S²> = 12.1351
- orbital gap (spin up / spin down) (eV) = 5.26 / 7.75
- DFT total energy (hartree) = -2766.44007
- total charge = +3
- maximum force (Eh/bohr) = 0.0470

Element x y z (Å)
Eu 0.291 -0.310 -0.123
P -1.742 0.758 1.798
P -1.827 -2.063 -1.105
P -1.307 1.915 -1.266
H 4.279 2.588 0.846
C 3.537 3.393 0.752
C 2.676 3.667 1.749
H 2.719 3.144 2.711
C -1.385 0.007 3.434
C -3.501 0.267 1.598
C -1.885 2.513 2.318
C -0.843 -3.008 -2.346
C -2.227 -3.424 0.063
C -3.416 -1.928 -2.001
C -0.382 3.474 -0.940
C -3.034 2.533 -1.289
C -1.030 1.714 -3.070
H 3.496 3.918 -0.208
H 1.933 4.472 1.663
H -0.404 0.340 3.805
H -1.378 -1.089 3.366
H -2.162 0.319 4.146
H -3.555 -0.802 1.349
H -3.968 0.835 0.784
H -4.044 0.450 2.536
H -0.875 2.934 2.419
H -2.393 2.566 3.291
H -2.437 3.112 1.586
H -1.427 -3.870 -2.699
H 0.096 -3.371 -1.900
H -0.592 -2.363 -3.201
H -2.462 -4.340 -0.498
H -3.089 -3.144 0.684
H -1.372 -3.621 0.728
H -3.646 -2.873 -2.513
H -3.348 -1.122 -2.743
H -4.227 -1.685 -1.301
H -0.176 3.984 -1.891
H 0.573 3.258 -0.437
H -0.976 4.129 -0.290
H -3.176 3.143 -2.192
H -3.256 3.138 -0.401
H -3.724 1.680 -1.322
H -1.525 2.542 -3.596
H -1.469 0.761 -3.398
H 0.042 1.705 -3.312
C 2.376 -0.226 -2.853
C 2.274 -1.337 -3.692
C 2.346 -1.111 -5.069
C 2.558 0.183 -5.560
C 2.735 1.260 -4.686
C 2.654 1.058 -3.300
O 2.061 -0.342 -1.481
H 2.004 -1.298 -1.201
H 2.131 -2.335 -3.273
H 2.244 -1.951 -5.761
H 2.593 0.350 -6.637
H 2.934 2.264 -5.072
H 2.786 1.865 -2.571
C 1.947 -2.283 4.960
N 1.640 -2.347 3.534
C 0.869 -3.481 3.033
C 1.872 -1.330 2.702
C 2.622 -0.130 3.183
O 1.430 -1.428 1.505
H 1.742 -3.267 5.390
H 1.328 -1.533 5.478
H 3.003 -2.028 5.117
H -0.178 -3.202 2.828
H 1.316 -3.872 2.110
H 0.886 -4.251 3.810
H 2.877 0.509 2.331
H 2.020 0.457 3.896
H 3.547 -0.439 3.689